102
Properties=species:S:1:pos:R:3:lowdin_charge:R:1 method="wB97M-V/def2-TZVPD" multiplicity=1 e_tot_ha=-3514.1080 charge=0 e_homo_ha=-0.262 largest_force_ha_per_bohr=0.034
Pb -0.3512 0.1447 -0.5984 0.96
C -0.2409 4.1728 -0.9401 -0.22
Si 0.3038 2.6127 0.0436 0.52
C -0.3393 2.9650 1.8158 -0.30
C -0.2807 4.2508 2.3461 -0.10
C -0.7752 4.5481 3.6006 -0.08
C -1.3376 3.5420 4.3664 -0.07
C -1.4005 2.2591 3.8605 -0.10
C -0.9255 1.9589 2.5880 -0.36
P -0.9188 0.1761 2.0307 1.01
C 0.3928 -0.1715 3.2613 -0.31
C 0.2654 -0.9828 4.3777 -0.06
C 1.3057 -1.0823 5.2882 -0.08
C 2.4601 -0.3397 5.1262 -0.08
C 2.5713 0.5112 4.0391 -0.08
C 1.5566 0.5780 3.1085 -0.11
C -2.5065 -0.3838 2.7604 -0.31
C -3.5870 0.4943 2.7681 -0.11
C -4.8360 0.0852 3.2018 -0.08
C -5.0238 -1.2106 3.6545 -0.08
C -3.9549 -2.0907 3.6588 -0.07
C -2.7123 -1.6872 3.2001 -0.10
C 2.2430 2.7688 -0.0136 -0.28
C 2.8904 3.9993 -0.0483 -0.09
C 4.2218 4.1141 -0.4094 -0.07
C 4.9535 2.9890 -0.7573 -0.07
C 4.3578 1.7455 -0.6729 -0.11
C 3.0253 1.6404 -0.2869 -0.40
P 2.2699 -0.0057 -0.1292 0.92
C 2.8072 -0.8472 -1.6554 -0.37
C 3.1745 -2.1878 -1.6814 -0.07
C 3.3650 -2.8236 -2.8942 -0.07
C 3.1770 -2.1371 -4.0808 -0.08
C 2.8160 -0.7990 -4.0598 -0.08
C 2.6251 -0.1571 -2.8535 -0.11
C 3.2300 -0.8572 1.1654 -0.36
C 2.6970 -2.0543 1.6406 -0.10
C 3.3694 -2.7563 2.6231 -0.06
C 4.5576 -2.2660 3.1406 -0.08
C 5.0706 -1.0648 2.6852 -0.09
C 4.4083 -0.3537 1.7018 -0.09
H 0.1416 5.0927 -0.5138 0.01
H -1.3230 4.2492 -0.9552 0.02
H 0.1012 4.1287 -1.9690 0.02
H 0.1605 5.0426 1.7615 0.09
H -0.7131 5.5573 3.9815 0.10
H -1.7180 3.7589 5.3543 0.10
H -1.8272 1.4711 4.4647 0.11
H -0.6444 -1.5322 4.5580 0.09
H 1.2037 -1.7323 6.1449 0.10
H 3.2641 -0.4074 5.8449 0.11
H 3.4505 1.1246 3.9161 0.11
H 1.6573 1.2407 2.2574 0.08
H -3.4511 1.5027 2.4071 0.11
H -5.6637 0.7821 3.1839 0.11
H -6.0007 -1.5378 3.9846 0.10
H -4.0837 -3.1031 4.0179 0.10
H -1.9090 -2.4041 3.1443 0.10
H 2.3323 4.8887 0.2033 0.09
H 4.6892 5.0881 -0.4419 0.10
H 5.9783 3.0773 -1.0890 0.11
H 4.9161 0.8552 -0.9347 0.12
H 3.3106 -2.7269 -0.7551 0.10
H 3.6496 -3.8647 -2.9119 0.11
H 3.3072 -2.6449 -5.0236 0.10
H 2.6620 -0.2571 -4.9825 0.11
H 2.3309 0.8859 -2.8250 0.11
H 1.7460 -2.4082 1.2609 0.11
H 2.9579 -3.6838 2.9911 0.11
H 5.0821 -2.8169 3.9066 0.10
H 5.9854 -0.6752 3.1071 0.11
H 4.7979 0.6016 1.3797 0.10
C -6.3769 -4.9770 1.2787 -0.02
C -6.0531 -4.4281 -0.1114 -0.31
C -7.3030 -4.1278 -0.9360 -0.13
C -8.1046 -3.0003 -0.2962 -0.13
C -7.2182 -1.8028 -0.1091 -0.13
C -7.7525 -0.5333 -0.0760 0.05
C -6.9146 0.5723 0.0327 -0.25
F -7.4669 1.8036 0.0630 0.06
C -5.5533 0.4384 0.0891 0.06
C -4.9911 -0.8422 0.0794 -0.05
C -3.5316 -0.9574 0.1169 -0.33
O -2.8512 0.0752 -0.0260 -0.19
C -3.0372 -2.2939 0.2845 -0.03
C -3.9116 -3.3304 0.1827 0.03
N -5.2455 -3.2185 0.0061 0.01
C -5.8225 -1.9738 0.0009 -0.08
C -1.5554 -2.7062 0.4791 -0.68
O -1.2121 -3.7207 -0.1151 0.02
O -0.8286 -2.0064 1.2387 -0.24
H -6.9823 -5.8765 1.2027 0.09
H -6.9158 -4.2435 1.8709 0.08
H -5.4564 -5.2215 1.8011 0.08
H -5.4467 -5.1700 -0.6456 0.15
H -7.9116 -5.0286 -1.0201 0.12
H -6.9978 -3.8255 -1.9407 0.13
H -8.5102 -3.3289 0.6652 0.12
H -8.9525 -2.7383 -0.9321 0.12
H -8.8212 -0.3941 -0.1387 0.13
H -4.8997 1.2947 0.1429 0.13
H -3.5165 -4.3375 0.2080 0.15